1.
DFT (the ωB97M-V functional and the def2-TZVPD basis) results for the ion C5H9FN with charge +1 at a distorted geometry.

Structure (ORCA input):
```
! wB97M-V def2-TZVPD RIJCOSX def2/J DEFGRID3
* xyz 1 1
C 1.41913 0.09786 -1.15979
C 0.72291 0.11415 0.26174
C -0.01401 -1.28822 0.55220
C -0.26918 1.27162 0.44895
N -1.64370 0.98114 0.10834
C -2.43495 0.10608 -0.08934
F -3.55744 -0.40138 -0.37155
H 0.70422 0.10601 -1.98923
H 2.06463 0.88316 -1.26942
H 2.03749 -0.71936 -1.17019
H 1.61284 0.20489 0.94350
H -0.82338 -1.64973 -0.04913
H -0.16842 -1.28710 1.66503
H 0.74323 -2.06915 0.44409
H -0.32714 1.36726 1.57217
H -0.06623 2.28278 0.10264
*
```

Results
SMILES: CC(C)C[N+]#CF
Relative energy (zero: lowest compared OMol25 entry of this formula, charge and spin) (eV): 2.6695
Orbital gap (eV): 9.599
HOMO (eV): -15.69

2.
DFT (the ωB97M-V functional and the def2-TZVPD basis) results for a cluster of 2 separate species, C7H16N2 in total at a distorted geometry.

Structure (ORCA input):
```
! wB97M-V def2-TZVPD RIJCOSX def2/J DEFGRID3
* xyz 0 1
H 0.63722 -0.29557 2.21048
N 0.17735 -1.12341 1.83760
C -0.50709 -0.91102 0.79672
C -1.13406 -2.10428 0.12593
C -1.39624 0.51685 0.52372
C -1.69790 1.18474 1.85442
C -0.67645 1.41364 -0.42883
H -2.14043 -2.27667 0.51577
H -1.21684 -1.92584 -0.94777
H -0.52929 -2.99265 0.29581
H -2.32141 0.14474 0.07752
H -2.19877 0.49296 2.53143
H -0.78034 1.53851 2.32417
H -2.34863 2.04968 1.71121
H -0.70287 1.04769 -1.44738
H -0.99818 2.45404 -0.38517
H 0.42985 1.37298 -0.19335
H 3.37141 1.08134 -0.38701
N 2.66508 0.48663 0.05457
C 1.91392 -0.10849 -0.75406
C 2.08113 -0.28780 -2.23179
H 1.02902 -0.72882 -0.25088
H 2.86251 0.36896 -2.62162
H 2.33409 -1.32576 -2.46343
H 1.14695 -0.07244 -2.74807
*
```

Results
SMILES: [H]/N=C(/C)C(C)C.[H]/N=C\C
Relative energy (zero: lowest compared OMol25 entry of this formula, charge and spin) (eV): 2.5003
Orbital gap (eV): 9.903
HOMO (eV): -8.98

3.
DFT (the ωB97M-V functional and the def2-TZVPD basis) results for a structure of composition C24H35FIrN3Si2.

Structure (ORCA input):
```
! wB97M-V def2-TZVPD RIJCOSX def2/J DEFGRID3
* xyz 0 5
Ir -0.13740 0.59136 0.44168
C -3.46321 2.04116 1.27623
Si -1.60558 2.19670 1.50341
C -1.33279 2.45529 3.34422
C -1.07545 3.80114 0.63642
C -1.52716 5.02232 1.15647
C -1.19740 6.23259 0.56637
C -0.39404 6.24709 -0.56717
C 0.06612 5.04996 -1.09244
C -0.26250 3.81739 -0.51200
Si 0.40423 2.23242 -1.29815
C 2.24295 2.49705 -1.59739
C -0.36815 2.07968 -3.00856
H -3.94259 2.92433 1.71097
H -3.86718 1.15619 1.77425
H -3.73165 1.99033 0.21956
H -2.00679 3.23235 3.71878
H -0.30650 2.76382 3.55450
H -1.53256 1.54012 3.90703
H -2.15309 5.03152 2.04418
H -1.56227 7.16171 0.98765
H -0.12703 7.18702 -1.03513
H 0.69779 5.07905 -1.97620
H 2.38725 3.23739 -2.39034
H 2.74581 1.57600 -1.90506
H 2.73678 2.86599 -0.69596
H -0.17463 3.00567 -3.55966
H -1.44812 1.93354 -2.95281
H 0.05955 1.25417 -3.58618
F 2.59182 -5.08776 1.81509
C 2.42662 -3.74388 1.75549
C 2.67416 -3.09277 0.56183
C 2.49167 -1.72028 0.50292
C 2.06020 -0.98436 1.61473
C 1.77121 0.45960 1.49911
C 1.84313 -1.68716 2.80376
C 2.02274 -3.06323 2.88355
H 3.01283 -3.66005 -0.29646
H 2.66922 -1.19686 -0.43137
H 2.46086 0.98899 0.84197
H 1.66150 0.97706 2.44980
H 1.51323 -1.14255 3.68108
H 1.85396 -3.60452 3.80531
C 0.17388 -3.46541 -3.36921
C 0.82507 -2.12348 -3.11115
N 0.14016 -1.47413 -2.01074
C -0.37583 -2.12158 -0.93936
N -0.74325 -1.41640 0.10579
C -1.33952 -2.07103 1.26988
C -1.96142 -3.40685 0.91344
C -0.92700 -4.21613 0.16447
N -0.51283 -3.47510 -1.01932
C 0.14064 -4.24298 -2.07027
H 0.73203 -4.02383 -4.12065
H -0.84367 -3.31654 -3.73599
H 0.74933 -1.47675 -3.98478
H 1.89080 -2.26062 -2.89109
H 0.30028 -0.48498 -1.84357
H -2.08969 -1.39517 1.68301
H -0.57157 -2.20841 2.03649
H -2.83527 -3.25828 0.27435
H -2.28226 -3.92970 1.81467
H -1.32679 -5.17349 -0.17107
H -0.06291 -4.41866 0.80921
H -0.41818 -5.17203 -2.18920
H 1.16046 -4.51404 -1.76637
*
```

Results
Expectation value of S²: 6.01
Orbital gap (alpha / beta) (eV): 6.185 / 7.274
HOMO (alpha / beta) (eV): -5.67 / -8.26

4.
DFT (the ωB97M-V functional and the def2-TZVPD basis) results for the molecule C3H9NO.

Structure (ORCA input):
```
! wB97M-V def2-TZVPD RIJCOSX def2/J DEFGRID3
* xyz 0 1
N -1.61976 -0.94022 0.28061
C -1.07253 0.09084 -0.60940
C 0.09864 0.89408 -0.01279
C 1.22919 0.02045 0.50886
O 1.57496 -1.01160 -0.40266
H -1.76395 -0.52092 1.20076
H -0.90994 -1.65199 0.36987
H -0.76496 -0.37370 -1.55000
H -1.89241 0.77801 -0.86685
H -0.24098 1.49530 0.85994
H 0.47325 1.63049 -0.74192
H 2.10233 0.67255 0.75099
H 0.94211 -0.50276 1.44201
H 1.84405 -0.58052 -1.22942
*
```

Results
SMILES: NCCCO
Relative energy (zero: lowest compared OMol25 entry of this formula, charge and spin) (eV): 0.8766
Orbital gap (eV): 10.203
HOMO (eV): -9.32

5.
DFT (the ωB97M-V functional and the def2-TZVPD basis) results for a cluster of 3 separate species, C4H8NO3 in total at a distorted geometry.

Structure (ORCA input):
```
! wB97M-V def2-TZVPD RIJCOSX def2/J DEFGRID3
* xyz -1 1
C 0.82982 3.18514 -0.28451
C -1.70525 -0.38819 1.03975
C -0.91824 -1.36321 0.26656
C 0.25932 -1.00233 -0.33731
N 0.80010 4.33379 -0.19184
O 0.54033 5.53528 -0.07518
O 2.88471 0.53066 -1.73597
O 0.74102 0.24030 -0.28579
H 1.09551 2.16903 -0.39588
H -1.02383 0.35666 1.29341
H -2.04612 -0.68212 2.00937
H -2.58188 -0.11727 0.56934
H -1.24239 -2.39563 0.32921
H 3.42928 0.60385 -0.96536
H 0.80833 -1.55020 -0.96049
H 1.84526 0.43759 -1.21108
*
```

Results
Relative energy (zero: lowest compared OMol25 entry of this formula, charge and spin) (eV): 5.8601
Orbital gap (eV): 7.447
HOMO (eV): -3.57

6.
DFT (the ωB97M-V functional and the def2-TZVPD basis) results for the molecule H3NO2S at a distorted geometry.

Structure (ORCA input):
```
! wB97M-V def2-TZVPD RIJCOSX def2/J DEFGRID3
* xyz 0 1
N 0.74039 0.97990 0.23180
O -1.19620 -1.83712 -0.82556
O -0.15826 -1.63983 0.19154
S -0.07167 -0.32624 -0.70579
H 1.70200 1.09370 0.19804
H 0.21328 1.45639 0.99529
H -1.22953 0.27320 -0.08532
*
```

Results
Relative energy (zero: lowest compared OMol25 entry of this formula, charge and spin) (eV): 5.3952
Orbital gap (eV): 9.834
HOMO (eV): -9.71

Repeat the third record exactly.
DFT (the ωB97M-V functional and the def2-TZVPD basis) results for a structure of composition C24H35FIrN3Si2.

Structure (ORCA input):
```
! wB97M-V def2-TZVPD RIJCOSX def2/J DEFGRID3
* xyz 0 5
Ir -0.13740 0.59136 0.44168
C -3.46321 2.04116 1.27623
Si -1.60558 2.19670 1.50341
C -1.33279 2.45529 3.34422
C -1.07545 3.80114 0.63642
C -1.52716 5.02232 1.15647
C -1.19740 6.23259 0.56637
C -0.39404 6.24709 -0.56717
C 0.06612 5.04996 -1.09244
C -0.26250 3.81739 -0.51200
Si 0.40423 2.23242 -1.29815
C 2.24295 2.49705 -1.59739
C -0.36815 2.07968 -3.00856
H -3.94259 2.92433 1.71097
H -3.86718 1.15619 1.77425
H -3.73165 1.99033 0.21956
H -2.00679 3.23235 3.71878
H -0.30650 2.76382 3.55450
H -1.53256 1.54012 3.90703
H -2.15309 5.03152 2.04418
H -1.56227 7.16171 0.98765
H -0.12703 7.18702 -1.03513
H 0.69779 5.07905 -1.97620
H 2.38725 3.23739 -2.39034
H 2.74581 1.57600 -1.90506
H 2.73678 2.86599 -0.69596
H -0.17463 3.00567 -3.55966
H -1.44812 1.93354 -2.95281
H 0.05955 1.25417 -3.58618
F 2.59182 -5.08776 1.81509
C 2.42662 -3.74388 1.75549
C 2.67416 -3.09277 0.56183
C 2.49167 -1.72028 0.50292
C 2.06020 -0.98436 1.61473
C 1.77121 0.45960 1.49911
C 1.84313 -1.68716 2.80376
C 2.02274 -3.06323 2.88355
H 3.01283 -3.66005 -0.29646
H 2.66922 -1.19686 -0.43137
H 2.46086 0.98899 0.84197
H 1.66150 0.97706 2.44980
H 1.51323 -1.14255 3.68108
H 1.85396 -3.60452 3.80531
C 0.17388 -3.46541 -3.36921
C 0.82507 -2.12348 -3.11115
N 0.14016 -1.47413 -2.01074
C -0.37583 -2.12158 -0.93936
N -0.74325 -1.41640 0.10579
C -1.33952 -2.07103 1.26988
C -1.96142 -3.40685 0.91344
C -0.92700 -4.21613 0.16447
N -0.51283 -3.47510 -1.01932
C 0.14064 -4.24298 -2.07027
H 0.73203 -4.02383 -4.12065
H -0.84367 -3.31654 -3.73599
H 0.74933 -1.47675 -3.98478
H 1.89080 -2.26062 -2.89109
H 0.30028 -0.48498 -1.84357
H -2.08969 -1.39517 1.68301
H -0.57157 -2.20841 2.03649
H -2.83527 -3.25828 0.27435
H -2.28226 -3.92970 1.81467
H -1.32679 -5.17349 -0.17107
H -0.06291 -4.41866 0.80921
H -0.41818 -5.17203 -2.18920
H 1.16046 -4.51404 -1.76637
*
```

Results
Expectation value of S²: 6.01
Orbital gap (alpha / beta) (eV): 6.185 / 7.274
HOMO (alpha / beta) (eV): -5.67 / -8.26